(1)
The following is a DFT calculation (ωB97M-V/def2-TZVPD) of C31H56MnN7O as an isolated structure.

Output
* Kohn-Sham gap (spin up / spin down): 7.3 / 7.2 eV
* spin multiplicity: 6
* total charge: +1

The geometry in XYZ format:
```
96
Properties=species:S:1:pos:R:3:mulliken_spin:R:1
Mn -4.91 -0.62 0.34 4.784
C -0.98 0.07 0.90 0.012
C -1.83 0.19 -0.38 0.031
C -1.02 -0.49 -1.48 -0.014
O -3.08 -0.41 -0.16 0.142
H -0.56 -0.91 1.14 0.000
H -1.56 0.40 1.76 -0.004
H -0.15 0.78 0.86 -0.003
H -1.95 1.26 -0.57 0.007
H 0.01 -0.14 -1.44 0.000
H -1.43 -0.29 -2.47 0.007
H -1.07 -1.56 -1.29 0.002
C 0.64 3.35 2.24 0.000
C 0.75 2.42 3.44 0.000
C 2.07 2.45 4.22 0.000
C 2.40 3.80 4.69 0.000
N 2.62 4.85 5.08 0.000
H 0.83 4.41 2.38 0.000
H -0.27 3.25 1.65 0.000
H 1.44 3.07 1.53 0.000
H 0.62 1.37 3.18 0.000
H -0.07 2.61 4.14 0.000
H 2.91 2.01 3.68 0.000
H 1.95 1.86 5.13 0.000
C -1.28 -0.38 6.90 0.000
C -2.08 0.08 5.68 0.000
C -1.91 -0.81 4.46 -0.004
C -0.53 -1.13 4.10 0.000
N 0.54 -1.41 3.80 0.000
H -1.63 -1.34 7.28 0.000
H -1.52 0.32 7.71 0.000
H -0.21 -0.45 6.74 0.000
H -1.65 1.06 5.47 0.000
H -3.14 0.20 5.91 0.000
H -2.34 -0.32 3.57 0.005
H -2.48 -1.74 4.53 -0.001
C -4.29 3.36 -3.33 0.000
C -4.61 2.25 -4.33 0.002
C -4.41 0.84 -3.78 -0.001
C -5.08 0.52 -2.53 0.011
N -5.60 0.28 -1.54 0.017
H -3.22 3.41 -3.10 0.000
H -4.75 3.13 -2.37 0.000
H -4.69 4.32 -3.66 0.000
H -4.07 2.39 -5.26 0.000
H -5.68 2.35 -4.55 0.000
H -3.34 0.70 -3.58 0.006
H -4.75 0.08 -4.49 0.000
C 3.65 -1.53 0.05 0.000
C 3.08 -1.48 1.46 0.000
C 3.70 -2.49 2.42 0.000
C 3.44 -3.88 2.07 0.000
N 3.24 -4.98 1.83 0.000
H 3.65 -2.55 -0.35 0.000
H 4.66 -1.13 -0.01 0.000
H 3.01 -0.97 -0.64 0.000
H 1.99 -1.61 1.40 0.000
H 3.22 -0.47 1.85 0.000
H 3.27 -2.30 3.40 0.000
H 4.78 -2.36 2.51 0.000
C 1.78 2.53 -1.66 0.001
C 1.25 3.16 -2.94 0.000
C -0.27 3.35 -2.96 0.001
C -0.78 4.07 -1.79 0.000
N -1.14 4.65 -0.87 0.000
H 1.41 3.03 -0.77 0.000
H 2.87 2.49 -1.65 0.000
H 1.48 1.47 -1.63 0.001
H 1.56 2.65 -3.85 0.000
H 1.73 4.14 -2.99 0.000
H -0.73 2.35 -3.01 -0.001
H -0.58 3.86 -3.88 0.000
C -1.43 -4.17 0.68 -0.001
C 0.09 -4.07 0.64 0.001
C 0.80 -4.35 -0.67 0.000
C 0.62 -5.69 -1.25 0.000
N 0.47 -6.73 -1.72 0.000
H -1.90 -3.49 -0.04 0.000
H -1.80 -3.82 1.65 0.000
H -1.75 -5.19 0.50 0.000
H 0.50 -4.70 1.43 0.000
H 0.39 -3.04 0.86 0.000
H 1.88 -4.34 -0.50 0.000
H 0.54 -3.61 -1.43 0.000
C 0.88 -0.66 -4.25 0.000
C 2.03 -1.52 -3.74 0.000
C 3.41 -0.87 -3.89 0.000
C 3.59 -0.22 -5.20 0.000
N 3.72 0.29 -6.21 0.000
H 1.03 -0.27 -5.26 0.000
H 0.65 0.22 -3.64 -0.001
H -0.07 -1.20 -4.31 0.000
H 1.94 -2.49 -4.22 0.000
H 1.81 -1.75 -2.69 -0.001
H 4.17 -1.64 -3.82 0.000
H 3.53 -0.11 -3.12 0.000
```

(2)
The following is a DFT calculation (ωB97M-V/def2-TZVPD) of a 2-piece molecular cluster, C6H10O overall.

Output
* Kohn-Sham gap: 10.5 eV
* SMILES: C#CCC(=O)CC.[H][H]

The geometry in XYZ format:
```
17
Properties=species:S:1:pos:R:3:mulliken_charge:R:1
C -1.57 2.46 0.02 0.189
C -1.59 1.26 -0.06 -0.731
C -1.54 -0.20 -0.07 -0.380
C -0.11 -0.42 0.41 0.250
O 0.13 -0.59 1.58 -0.547
C 0.97 -0.35 -0.64 -0.266
C 2.20 0.38 -0.11 -1.154
H -1.64 3.52 0.06 0.431
H -2.27 -0.62 0.62 0.347
H -1.72 -0.60 -1.08 0.309
H 1.21 -1.39 -0.87 0.248
H 0.59 0.11 -1.56 0.322
H 3.06 0.24 -0.77 0.355
H 2.44 0.00 0.89 0.299
H 2.00 1.45 -0.02 0.294
H -1.28 -2.76 0.52 0.094
H -0.88 -2.49 1.08 -0.060
```

Largest force on an atom? In order: 0.0579; 0.0161 hartree/bohr.
DFT total energy? In order: -2823.99364; -309.74543 Ha.
Energy above the lowest of the compared OMol25 structures with the same formula, charge and spin? In order: 0.0; 254.5 kJ/mol.